Density functional theory data (ωB97M-V with the def2-TZVPD basis set) for a 2-piece molecular cluster, C2H7NO3 overall.

Results
Spin multiplicity: 2
E: -360.47418 Eh
Largest force on an atom: 3.9 eV/A
ΔE to the lowest compared entry with this formula, charge and spin: 233.03 kJ/mol
Total charge: +1

Last column: Mulliken charge in e.
Atoms and positions in Å:
1 O 1.00925 2.23718 -1.57209  -0.064
2 C 1.79934 1.45134 -1.08646  0.406
3 H -1.00847 -1.81641 -0.89902  0.234
4 H -1.68518 -0.49156 -0.93248  0.287
5 H -1.81521 -1.39207 1.48065  0.359
6 O 0.20105 -0.52614 1.56679  -0.493
7 H 0.60090 0.13225 -0.55093  0.419
8 H 0.09560 -0.19349 2.48645  0.326
9 O 1.54323 0.20279 -0.88623  -0.241
10 C -1.13834 -0.64202 0.98930  -0.264
11 N -0.87640 -0.92444 -0.48016  -0.620
12 H 2.95904 1.60092 -1.04592  0.363
13 H -1.68483 0.36165 0.93011  0.286

=====

Density functional theory data (ωB97M-V with the def2-TZVPD basis set) for a 5-piece molecular cluster, C9H20Cl6O3 overall.

Results
SMILES: C1CCOC1.ClCCl.ClCCl.ClCCl.OCCO
E: -3341.73695 Eh
Largest force on an atom: 2.3 eV/A
Total charge: 0

Last column: Mulliken charge in e.
Atoms and positions in Å:
1 C 3.17936 -1.40760 -1.38307  -0.610
2 O -1.84597 2.96421 -0.10186  -0.446
3 H -0.72986 2.35239 -2.91997  0.179
4 H 0.14013 -1.49414 -1.17286  0.227
5 Cl -0.42031 -1.11262 3.73305  -0.142
6 C -0.79860 1.33508 -3.28292  0.068
7 H 3.35348 0.66500 -0.67549  0.302
8 H -0.98660 3.24199 -0.45036  0.305
9 H -0.19900 1.38304 2.39710  0.252
10 H -2.46589 2.24710 1.73995  0.322
11 H -4.23806 -0.03596 1.07002  0.220
12 C 2.07544 -2.40164 -1.08888  -0.427
13 O 0.66057 2.25359 0.66840  -0.677
14 H 1.72906 -1.68630 4.34901  0.355
15 H 3.10924 -1.04337 -2.41047  0.182
16 H -1.38671 0.73409 -2.59804  0.040
17 H 3.32093 -0.53360 0.63305  0.336
18 H 2.47481 -3.00482 -0.26059  0.200
19 H 1.67986 -3.06496 -1.84922  0.347
20 H -3.77432 -1.00820 -0.32867  0.228
21 H 1.67838 -1.27167 2.64764  -0.213
22 C 0.96604 -1.55269 -0.45244  -0.518
23 C 1.15858 -1.80992 3.43377  0.151
24 Cl -6.15435 -0.98655 -0.00916  -0.178
25 C 2.94623 -0.29363 -0.36629  -0.523
26 Cl 0.79530 0.63659 -3.51730  -0.134
27 H 1.26581 1.50781 0.52095  0.408
28 O 1.49524 -0.25223 -0.27360  0.039
29 Cl 1.05122 -3.55473 3.04059  -0.161
30 Cl -4.40846 1.14632 -0.94324  -0.130
31 C -1.59956 2.69695 1.25680  -0.603
32 C -4.50223 -0.30083 0.05250  -0.153
33 C -0.45071 1.71755 1.38708  0.181
34 H -1.28638 3.59549 1.80350  0.268
35 Cl -1.84128 1.34920 -4.72785  -0.183
36 H -0.70938 0.77691 0.87082  -0.040
37 H 4.16890 -1.85507 -1.27388  0.368
38 H 0.54914 -1.93275 0.48193  0.157

=====

Density functional theory data (ωB97M-V with the def2-TZVPD basis set) for a 2-piece molecular cluster, C2H9N3 overall.

Results
SMILES: [H]/N=C/N.CN
E: -245.83288 Eh
Largest force on an atom: 2.1 eV/A
ΔE to the lowest compared entry with this formula, charge and spin: 101.86 kJ/mol
Total charge: 0

Last column: Mulliken charge in e.
Atoms and positions in Å:
1 H 0.31221 0.75175 2.81909  0.283
2 N 1.59936 -1.24273 -1.96292  -0.539
3 C -0.63635 0.87332 2.27965  0.032
4 H 0.81967 0.79552 -1.79449  0.288
5 H 1.34239 -1.94250 -2.63109  0.238
6 H -1.60380 1.46789 3.83697  0.242
7 H 1.54012 -1.68581 -1.05045  0.226
8 N -0.59872 0.51699 0.95531  -0.388
9 H -1.53939 0.32143 0.68289  0.250
10 H 0.18980 0.03425 0.61706  0.221
11 N -1.70533 1.13890 2.88695  -0.651
12 C 0.52485 -0.21429 -2.03770  -0.841
13 H 0.14509 -0.25380 -3.06256  0.327
14 H -0.38989 -0.56091 -1.53872  0.313